Entry 1:
The following is a DFT calculation (ωB97M-V/def2-TZVPD) of the molecule C3H7N3S at a distorted geometry.

Values from the calculation:
Energy above the lowest of the compared OMol25 structures with the same formula, charge and spin = 2.043 eV
Gap between HOMO and LUMO = 8.98 eV
E = -680.90714 hartree

```
! wB97M-V def2-TZVPD RIJCOSX def2/J DEFGRID3
* xyz 0 1
H 1.5315 -2.1617 0.8004
N 2.1271 -1.5697 0.1934
C 1.4578 -0.6666 -0.3670
N 0.0856 -0.3764 -0.3240
C -0.8559 -1.3434 -0.0835
S -2.4721 -1.1550 -0.0673
N -0.2744 0.8904 -0.7198
C -0.4886 1.7695 0.4174
H 2.0143 0.0841 -0.9161
H -0.3728 -2.3218 0.1573
H -1.1628 0.7528 -1.2226
H -0.8658 2.7451 0.0267
H 0.5013 1.9455 0.9576
H -1.2252 1.4072 1.1475
*
```

Atom charges from the Löwdin analysis, given in e for atoms 1 to 6: H 0.049; N 0.110; C -0.257; N -0.214; C -0.659; S 0.652

***

Entry 2:
The following is a DFT calculation (ωB97M-V/def2-TZVPD) of the molecule C3H7N3S2 at a distorted geometry.

Values from the calculation:
Energy above the lowest of the compared OMol25 structures with the same formula, charge and spin = 2.439 eV
Gap between HOMO and LUMO = 9.08 eV
E = -1079.07727 hartree

```
! wB97M-V def2-TZVPD RIJCOSX def2/J DEFGRID3
* xyz 0 1
C -3.5903 -0.0702 0.8886
N -2.3846 0.3869 0.9137
N -1.4371 -0.1174 0.0823
C -0.4228 0.8421 -0.3188
C 0.8517 0.1439 -0.7994
S 1.1746 -0.1955 -2.3937
N 1.6531 -0.3137 0.1632
S 1.4489 -0.1011 1.8196
H -3.9467 -0.8341 0.1410
H -4.2769 0.4041 1.5795
H -1.7043 -0.8900 -0.4954
H -0.2207 1.4882 0.5205
H -0.7772 1.4153 -1.2019
H 2.4599 -0.8383 -0.1755
H 0.6381 -1.1832 2.0818
*
```

Atom charges from the Löwdin analysis, given in e for atoms 1 to 6: C -0.063; N -0.069; N -0.097; C -0.257; C -0.894; S 0.628

***

Entry 3:
The following is a DFT calculation (ωB97M-V/def2-TZVPD) of the ion C3H7N4S with charge +1 at a distorted geometry.

Values from the calculation:
Energy above the lowest of the compared OMol25 structures with the same formula, charge and spin = 5.946 eV
Gap between HOMO and LUMO (alpha / beta) = 6.71 / 7.20 eV
E = -735.23322 hartree

```
! wB97M-V def2-TZVPD RIJCOSX def2/J DEFGRID3
* xyz 1 1
C -1.8252 0.4984 0.2587
N -0.4783 -0.0219 0.0211
C -0.3371 -1.3327 -0.0391
C 0.9847 -1.8938 -0.1945
S 2.3853 -1.0246 0.4829
N 0.6614 0.6757 0.1985
N 0.7660 1.9115 0.1265
N 1.7880 2.5330 -0.0242
H -1.8973 1.5463 0.2214
H -2.3267 0.2462 1.2919
H -2.4152 0.0083 -0.4339
H -1.1934 -1.9005 -0.3433
H 0.9976 -3.0504 -0.0884
H 1.2650 -1.7359 -1.2667
H 1.6252 3.5403 -0.2107
*
```

Atom charges from the Löwdin analysis, given in e for atoms 1 to 6: C 0.036; N -0.099; C -0.043; C -0.574; S 0.812; N -0.063

***

Entry 4:
The following is a DFT calculation (ωB97M-V/def2-TZVPD) of the ion C3H7N4S with charge +1 at a distorted geometry.

Values from the calculation:
Energy above the lowest of the compared OMol25 structures with the same formula, charge and spin = 4.777 eV
Gap between HOMO and LUMO = 8.07 eV
E = -735.27618 hartree

```
! wB97M-V def2-TZVPD RIJCOSX def2/J DEFGRID3
* xyz 1 1
C -0.8228 -0.9365 -0.1270
C 0.2145 -1.7918 -0.8417
C -1.4197 1.2092 0.6385
N 1.7089 1.6685 -0.5712
N 1.5290 0.7114 0.0992
N 2.0942 -0.2983 0.4516
N -0.6612 0.2969 -0.1129
S 1.6499 -1.8336 0.3793
H -1.5594 -1.5717 0.4862
H 0.1704 -2.8528 -0.9720
H 0.6555 -1.2906 -1.7496
H -1.3439 2.2125 0.3336
H -0.9987 1.1466 1.7461
H -2.4109 0.7733 0.6744
H 1.1944 2.5569 -0.4346
*
```

Atom charges from the Löwdin analysis, given in e for atoms 1 to 6: C -0.223; C -0.314; C -0.084; N 0.245; N -0.142; N -0.250

***

Entry 5:
The following is a DFT calculation (ωB97M-V/def2-TZVPD) of the molecule C3H7N5 at a distorted geometry.

Values from the calculation:
Energy above the lowest of the compared OMol25 structures with the same formula, charge and spin = 5.421 eV
Gap between HOMO and LUMO = 8.97 eV
E = -392.09981 hartree

```
! wB97M-V def2-TZVPD RIJCOSX def2/J DEFGRID3
* xyz 0 1
H -2.5118 -1.3898 -0.0545
N -2.6640 -0.3783 -0.2142
C -1.5823 0.2636 -0.1734
C -1.1718 1.6125 0.0430
N 0.0678 1.6770 0.1997
N 0.6546 0.4527 0.3411
C 2.0515 0.1313 -0.3482
N -0.2595 -0.3264 -0.2317
N -0.0422 -1.5167 0.2753
H -1.8870 2.5623 0.0924
H 2.1422 -0.9057 -0.3649
H 2.5871 0.7862 0.4628
H 2.1357 0.4743 -1.4035
H -0.2517 -1.3526 1.4115
H 0.7313 -2.0904 -0.0355
*
```

Atom charges from the Löwdin analysis, given in e for atoms 1 to 6: H 0.047; N 0.134; C -0.393; C -0.114; N 0.066; N -0.182

***

Entry 6:
The following is a DFT calculation (ωB97M-V/def2-TZVPD) of a structure of composition C3H7N5 at a distorted geometry.

Values from the calculation:
Energy above the lowest of the compared OMol25 structures with the same formula, charge and spin = 4.305 eV
Gap between HOMO and LUMO = 7.48 eV
E = -392.14084 hartree

```
! wB97M-V def2-TZVPD RIJCOSX def2/J DEFGRID3
* xyz 0 1
C 0.8612 -0.4017 -0.0419
C 0.2300 -1.5791 -0.0249
C -1.5267 -0.1104 -0.0173
H 2.7797 -0.1083 -0.9347
H 2.7805 -0.4176 1.1327
H 0.7601 -2.5657 -0.0060
H -1.8782 -2.1136 -0.4159
H -2.6490 1.4122 -0.0187
H 0.7097 2.2304 -0.7056
H 0.1616 2.0874 0.8294
N 2.2046 0.2245 0.1519
N -1.1736 -1.4339 0.0006
N -2.7773 0.3478 0.1885
N -0.2830 0.5286 -0.0134
N -0.1996 1.8994 -0.1247
*
```

Atom charges from the Löwdin analysis, given in e for atoms 1 to 6: C -0.338; C -0.103; C -0.476; H 0.182; H 0.200; H 0.123

***

Entry 7:
The following is a DFT calculation (ωB97M-V/def2-TZVPD) of a cluster of 2 separate species, C3H7NO in total at a distorted geometry.

Values from the calculation:
Energy above the lowest of the compared OMol25 structures with the same formula, charge and spin = 2.323 eV
Gap between HOMO and LUMO (alpha / beta) = 2.07 / 5.09 eV
E = -248.37091 hartree

```
! wB97M-V def2-TZVPD RIJCOSX def2/J DEFGRID3
* xyz -1 2
C 4.5915 0.1539 0.9763
N 3.5458 0.1001 0.1613
H 4.6246 -0.5578 1.7943
H 5.5243 0.6545 0.8564
H 3.9137 0.1458 -0.7952
O -3.2347 -0.7970 1.2410
C -2.9543 0.0609 0.4661
C -3.2574 -0.1953 -1.1035
H -2.7178 1.1369 0.7226
H -2.3976 0.0606 -1.6886
H -3.4869 -1.2495 -1.3671
H -4.1512 0.4868 -1.2635
*
```

Atom charges from the Löwdin analysis, given in e for atoms 1 to 6: C -0.492; N -0.253; H -0.069; H -0.077; H -0.092; O 0.029

***

Entry 8:
The following is a DFT calculation (ωB97M-V/def2-TZVPD) of the molecule C3H7NO.

Values from the calculation:
Energy above the lowest of the compared OMol25 structures with the same formula, charge and spin = 1.516 eV
Gap between HOMO and LUMO = 10.82 eV
E = -248.47080 hartree

```
! wB97M-V def2-TZVPD RIJCOSX def2/J DEFGRID3
* xyz 0 1
C -0.9123 -0.6364 1.6520
N -0.1718 -0.2102 0.4986
C -0.7106 0.1348 -0.5850
O 0.0370 0.5555 -1.6207
C 1.4316 0.5646 -1.3222
H -2.0035 -0.7043 1.5287
H -0.5313 -1.6160 1.9598
H -0.6954 0.0608 2.4689
H -1.7776 0.1532 -0.8438
H 1.6239 1.1872 -0.4436
H 1.7734 -0.4486 -1.0902
H 1.9366 0.9593 -2.2025
*
```

Atom charges from the Löwdin analysis, given in e for atoms 1 to 6: C -0.140; N -0.020; C -0.267; O -0.104; C -0.095; H 0.073

***

Entry 9:
The following is a DFT calculation (ωB97M-V/def2-TZVPD) of the molecule C3H7NO.

Values from the calculation:
Energy above the lowest of the compared OMol25 structures with the same formula, charge and spin = 1.294 eV
Gap between HOMO and LUMO = 10.75 eV
E = -248.47895 hartree

```
! wB97M-V def2-TZVPD RIJCOSX def2/J DEFGRID3
* xyz 0 1
C 0.2382 0.1367 1.2078
C 0.8302 0.4322 -0.1867
N 0.1263 -0.2450 -1.3014
C -1.2170 -0.3210 -0.9473
O -1.9056 0.6587 -0.8021
H 0.5809 0.9053 1.9016
H 0.5419 -0.8480 1.5819
H -0.8568 0.1635 1.2508
H 1.8686 0.0935 -0.2010
H 0.8266 1.5050 -0.3912
H 0.5129 -1.1581 -1.5115
H -1.5463 -1.3230 -0.6010
*
```

Atom charges from the Löwdin analysis, given in e for atoms 1 to 6: C -0.098; C -0.236; N -0.005; C -0.389; O 0.050; H 0.074

***

Entry 10:
The following is a DFT calculation (ωB97M-V/def2-TZVPD) of a cluster of 2 separate species, C3H7NO in total at a distorted geometry.

Values from the calculation:
Energy above the lowest of the compared OMol25 structures with the same formula, charge and spin = 4.382 eV
Gap between HOMO and LUMO = 8.46 eV
E = -248.36544 hartree

```
! wB97M-V def2-TZVPD RIJCOSX def2/J DEFGRID3
* xyz 0 1
C -1.1027 0.9754 0.6445
C -0.4832 -0.9366 -0.5780
N 0.8737 -0.6845 -0.7892
C 1.5080 -0.0291 0.2112
O 0.9645 0.1102 1.2979
H -2.0007 0.4864 0.9940
H -1.1646 1.5157 -0.2838
H -0.6760 1.6147 1.4514
H -0.9202 -1.4080 -1.4873
H -0.7122 -1.4510 0.3386
H 1.2497 -0.6178 -1.7231
H 2.4636 0.4246 -0.0761
*
```

Atom charges from the Löwdin analysis, given in e for atoms 1 to 6: C 0.040; C -0.040; N -0.040; C -0.373; O -0.030; H 0.007

***

Entry 11:
The following is a DFT calculation (ωB97M-V/def2-TZVPD) of the molecule C3H7NO at a distorted geometry.

Values from the calculation:
Energy above the lowest of the compared OMol25 structures with the same formula, charge and spin = 1.469 eV
Gap between HOMO and LUMO = 10.32 eV
E = -248.47252 hartree

```
! wB97M-V def2-TZVPD RIJCOSX def2/J DEFGRID3
* xyz 0 1
N 1.7245 0.6567 -1.0467
C 0.5732 0.9821 -0.2047
C -0.7377 0.1833 -0.4493
C -0.7856 -1.0617 0.4097
O -1.0200 -1.0084 1.5850
H 2.0098 -0.3127 -0.9473
H 1.4496 0.7468 -2.0185
H 0.8415 1.0144 0.8467
H 0.3455 2.0166 -0.4790
H -0.8083 -0.0488 -1.4968
H -1.5393 0.9089 -0.2984
H -0.5376 -1.9467 -0.1938
*
```

Atom charges from the Löwdin analysis, given in e for atoms 1 to 6: N -0.015; C -0.277; C -0.158; C -0.275; O 0.063; H 0.062

***

Entry 12:
The following is a DFT calculation (ωB97M-V/def2-TZVPD) of the molecule C3H7NO at a distorted geometry.

Values from the calculation:
Energy above the lowest of the compared OMol25 structures with the same formula, charge and spin = 1.507 eV
Gap between HOMO and LUMO = 9.85 eV
E = -248.47112 hartree

```
! wB97M-V def2-TZVPD RIJCOSX def2/J DEFGRID3
* xyz 0 1
N -0.1650 2.2286 -0.0144
C 0.3302 0.8724 0.1625
C -0.7308 -0.2119 0.3253
C -0.1015 -1.5787 0.0886
O 0.8252 -1.8395 -0.6092
H -0.7314 2.7310 0.6501
H -0.2462 2.5407 -0.9660
H 1.0034 0.7083 -0.6727
H 0.9414 0.8748 1.0747
H -1.5433 -0.0680 -0.4069
H -1.2587 -0.0946 1.2574
H -0.6982 -2.3829 0.6578
*
```

Atom charges from the Löwdin analysis, given in e for atoms 1 to 6: N -0.020; C -0.293; C -0.161; C -0.290; O 0.066; H 0.062